C4H5N in the gas phase, computed with ωB97M-V/def2-TZVPD.

```
10
Properties=species:S:1:pos:R:3:forces:R:3:lowdin_charge:R:1
C -0.8957 -0.4013 -1.6513 -0.9 -0.3 -0.4 0.1253
C -1.4211 0.0333 -0.6218 1.3 -0.1 -1.0 -0.0527
C -0.0975 0.5916 0.0027 -0.3 0.5 0.8 -0.3954
C 0.2467 0.0441 1.3056 0.0 0.1 0.6 -0.1778
N 1.1954 -0.0943 0.2019 -0.2 -0.1 -0.3 0.0188
H -0.4291 -0.6713 -2.5676 -0.1 -0.2 -0.3 0.0618
H 0.0313 1.6459 -0.2113 -0.1 -0.1 0.2 0.1272
H -0.3268 -0.8365 1.5907 0.1 0.2 0.1 0.1117
H 0.4963 0.7387 2.0921 0.3 -0.1 0.3 0.0977
H 1.2006 -1.0503 -0.1410 -0.1 0.1 0.0 0.0834
```
Forces are in eV/Å.

Results
energy	-5713.6594	eV
HOMO	-9.24	eV
gap between HOMO and LUMO	9.72	eV
LUMO energy	0.48	eV


C4H3NO in the gas phase, computed with ωB97M-V/def2-TZVPD.

```
9
Properties=species:S:1:pos:R:3:forces:R:3:lowdin_spin:R:1
C -1.2103 0.0094 0.0215 4.1 -1.9 0.6 0.1419
C -1.3545 -1.3760 0.1009 -3.7 2.4 -1.7 1.1845
C 0.0658 0.6620 -0.0263 -3.4 -0.7 -0.2 0.3809
C 2.4005 -0.0029 0.0971 -0.5 0.3 0.4 0.0475
N 1.2761 0.0968 -0.2548 -1.2 -0.2 -0.4 0.0777
O 3.4872 -0.1374 0.4458 1.9 -0.3 0.2 0.0466
H -2.0738 0.6493 0.0192 -0.3 0.1 0.1 0.0131
H -2.4362 -1.5841 -0.2738 1.9 -1.3 1.0 0.0871
H -0.1547 1.6829 -0.1297 1.2 1.7 -0.1 0.0206
```
Forces are in eV/Å.

Results
energy	-7729.0551	eV
HOMO (spin up / spin down)	-7.86 / -10.22	eV
gap between HOMO and LUMO (spin up / spin down)	8.65 / 8.96	eV
<S²>	2.054
multiplicity	3
LUMO energy (spin up / spin down)	0.78 / -1.26	eV


A molecular structure, C4H4FNO3, computed with ωB97M-V/def2-TZVPD.

```
13
Properties=species:S:1:pos:R:3:forces:R:3:lowdin_spin:R:1
C -0.3231 -0.8817 -1.2325 5.3 -0.3 -3.8 0.4269
C -1.4466 -0.6072 -0.6332 -4.9 0.9 3.4 0.1195
C 0.8915 -0.5072 -0.4403 -2.7 0.8 0.8 0.0823
C 0.5023 0.0411 0.8709 1.5 3.1 0.9 0.3384
N 0.2642 1.4700 1.1288 1.0 -2.7 -1.7 0.1117
O 0.1412 2.1785 0.1054 0.0 -0.3 0.2 0.1216
O 0.0974 1.8148 2.2741 0.0 0.5 1.1 0.1572
O -1.3444 -0.2144 0.5790 -2.8 -1.2 -0.7 0.5298
F 0.9248 -0.6624 1.9074 -0.7 0.2 0.2 0.0618
H -0.1615 -0.9474 -2.3388 -0.6 -0.5 1.2 0.0138
H -2.4720 -0.7119 -1.0375 0.6 0.2 -0.1 0.0074
H 1.5813 -1.2189 -0.2129 1.9 -2.5 0.0 0.0126
H 1.3451 0.2466 -0.9704 1.3 1.9 -1.5 0.0169
```
Forces are in eV/Å.

Results
energy	-14555.1073	eV
HOMO (spin up / spin down)	-7.04 / -10.12	eV
gap between HOMO and LUMO (spin up / spin down)	7.55 / 7.12	eV
<S²>	2.023
multiplicity	3
LUMO energy (spin up / spin down)	0.50 / -3.00	eV


10 unconnected molecules or ions with the total composition C16H52O10, computed with ωB97M-V/def2-TZVPD.

```
78
Properties=species:S:1:pos:R:3:forces:R:3:lowdin_charge:R:1
C -1.2580 -0.0763 -0.8629 0.7 0.7 0.9 -0.0278
C -0.6673 0.9095 0.1958 0.1 -0.9 -1.1 -0.4450
C 0.8422 0.7504 0.4793 -1.1 -1.2 -0.8 -0.0234
O -0.8907 2.1920 -0.3451 0.1 0.4 -0.3 -0.0957
H -0.9221 -1.0916 -0.6524 -0.2 -0.1 0.0 0.0621
H -0.9399 0.2002 -1.8682 0.1 0.1 0.1 0.0700
H -2.3429 0.0181 -0.8173 0.0 -0.3 -0.1 0.0696
H -1.2856 0.8121 1.0882 0.2 -0.1 0.4 0.1213
H 1.0219 -0.2673 0.8258 0.0 0.1 0.9 0.0684
H 1.2033 1.5424 1.1354 0.2 -0.2 -0.1 0.0787
H 1.3456 0.6628 -0.4835 0.2 0.9 -0.1 0.0778
H -0.5016 2.7909 0.2965 -0.1 0.4 0.3 0.0289
C -0.9025 -1.8628 -3.8360 0.0 -0.3 0.7 -0.0429
C -1.3237 -3.3415 -3.6315 1.4 1.7 0.9 -0.5373
C -2.4407 -3.4670 -2.6337 -0.5 -0.4 0.9 -0.0551
O -1.5625 -3.8647 -4.8637 -1.4 -1.1 -2.3 -0.0313
H -0.3893 -1.7484 -4.7908 0.3 0.0 0.2 0.0809
H -0.3191 -1.5166 -2.9828 0.4 0.0 -0.3 0.0510
H -1.7503 -1.1778 -3.8452 -0.4 -0.2 -0.1 0.0760
H -0.4760 -3.9680 -3.3542 0.3 0.4 0.9 0.1355
H -2.3346 -2.8320 -1.7541 0.6 0.1 0.1 0.0578
H -2.4897 -4.4909 -2.2630 -0.3 -0.1 -0.1 0.0817
H -3.4257 -3.1627 -2.9877 0.0 -0.2 -0.6 0.0835
H -2.1620 -3.2560 -5.3015 -0.2 -0.2 -0.4 0.0937
C 0.7464 -3.8475 -0.1794 -0.8 0.6 -0.8 -0.0552
C 0.8667 -3.9752 1.3329 -1.3 -0.7 -0.3 -0.5040
C -0.3449 -4.7082 1.9203 0.8 0.8 0.4 -0.0475
O 2.0361 -4.7127 1.5277 1.0 -0.5 0.6 -0.0436
H 1.5370 -3.2497 -0.6329 0.2 0.2 0.1 0.0725
H -0.1901 -3.4531 -0.5737 -0.2 0.5 0.4 0.0512
H 0.7583 -4.8065 -0.6972 0.4 -0.4 0.5 0.0902
H 0.8998 -3.0660 1.9332 0.2 0.6 -0.6 0.1088
H -0.2783 -4.6778 3.0078 0.2 -0.3 0.1 0.0742
H -0.3929 -5.7435 1.5829 -0.4 0.2 -0.2 0.0849
H -1.1666 -4.0272 1.6987 -0.5 -0.6 -0.3 0.0780
H 2.6323 -4.3808 0.8524 0.4 -0.2 0.1 0.0774
C 1.5460 4.9081 -0.3009 -0.4 0.3 -0.7 -0.1634
O 2.6587 4.6479 -1.1489 0.5 -0.4 0.8 -0.1095
H 0.6885 4.2801 -0.5426 0.0 -0.1 -0.3 0.0534
H 1.7358 4.7200 0.7558 0.7 -0.1 -0.3 0.0792
H 1.2405 5.9493 -0.4040 -0.1 0.1 0.1 0.0815
H 2.5110 4.8850 -2.0674 -0.5 0.1 0.2 0.0759
C 4.3085 -0.3115 -1.5049 -0.1 -0.1 1.0 -0.1606
O 3.5691 -1.3755 -2.0612 0.0 -0.1 -0.7 -0.1228
H 4.3851 -0.6073 -0.4586 0.1 0.5 0.1 0.0550
H 5.3264 -0.1896 -1.8753 0.0 -0.2 -0.3 0.0794
H 3.7818 0.6383 -1.5971 0.0 0.1 0.1 0.0757
H 3.4855 -1.1868 -2.9987 -0.2 -0.2 -0.2 0.0727
C 4.6358 -0.6320 2.3841 -0.3 -0.8 0.7 -0.1765
O 5.6377 0.2922 2.7840 -0.2 0.1 -0.6 -0.1037
H 3.7693 -0.1236 1.9611 0.2 0.3 0.2 0.0668
H 4.8999 -1.4118 1.6698 0.8 0.3 -0.5 0.0662
H 4.3165 -1.2517 3.2219 -0.3 0.3 0.4 0.0723
H 6.1744 -0.0543 3.5005 -0.2 -0.3 -0.1 0.0751
C 0.6879 -0.6367 3.9139 -0.6 0.9 0.6 -0.1579
O -0.3315 -1.5211 3.5124 0.1 -0.6 -0.5 -0.1213
H 1.6838 -0.9962 3.6552 -0.3 -0.2 -0.1 0.0714
H 0.5211 0.3526 3.4878 0.3 0.1 -0.4 0.0621
H 0.5991 -0.4639 4.9865 0.5 -0.2 0.3 0.0770
H -1.1821 -1.1342 3.7323 0.0 0.0 0.0 0.0822
C -4.0147 2.1568 1.1287 -0.1 -0.5 0.5 -0.1478
O -3.9893 1.6303 2.4461 0.1 -0.4 0.6 -0.1286
H -3.3576 1.4909 0.5693 0.1 0.5 -0.1 0.0502
H -5.0105 2.0366 0.7020 -0.1 0.4 -0.1 0.0825
H -3.6711 3.1908 1.1579 0.0 0.0 -0.6 0.0764
H -4.5113 2.1660 3.0479 -0.1 0.1 -0.2 0.0708
C -3.5820 2.8049 -2.3165 0.2 -0.5 -0.9 -0.1801
O -2.7008 3.6801 -1.6792 -0.7 1.0 0.4 -0.1297
H -4.4739 3.2828 -2.7216 0.2 0.5 0.1 0.0789
H -3.0154 2.3948 -3.1526 -0.4 -0.5 -0.4 0.0783
H -3.9449 1.9824 -1.7002 0.1 -0.1 0.3 0.0572
H -1.9596 3.1410 -1.3935 0.3 -0.2 0.4 0.0192
C -1.0610 4.9562 1.5989 -0.3 0.1 0.1 -0.1209
O -0.3724 3.7300 1.9150 -0.1 0.5 -0.7 -0.1384
H -2.1028 4.9442 1.9191 0.1 -0.1 0.5 0.0760
H -0.5466 5.8434 1.9682 0.0 -0.1 0.3 0.0859
H -1.1620 5.1147 0.5252 0.5 -0.6 -0.1 0.0764
H -0.3050 3.5704 2.8593 -0.2 0.3 0.0 0.0980
```
Forces are in eV/Å.

Results
energy	-37905.7355	eV
HOMO	-9.77	eV
gap between HOMO and LUMO	10.01	eV
LUMO energy	0.23	eV


7 unconnected molecules or ions with the total composition C57H68Cl2F12I2O16, computed with ωB97M-V/def2-TZVPD.

```
157
Properties=species:S:1:pos:R:3:forces:R:3:lowdin_charge:R:1
C 6.6660 -3.0881 -0.4540 0.2 -0.3 -0.1 -0.2052
C 7.4827 -3.9162 -1.5150 -0.3 0.8 -0.3 -0.7795
I 6.9575 -6.0276 -1.1705 0.4 0.5 -0.3 0.7580
C 7.0765 -3.5500 -3.0252 -0.5 -0.1 1.0 -0.7348
I 8.7689 -3.8053 -4.3919 -0.6 -0.1 0.3 0.8121
C 6.5135 -2.1100 -3.1474 -0.5 2.3 -0.4 -0.2123
C 7.2994 -0.9286 -2.7085 -1.1 0.3 -0.4 -0.5310
Cl 8.9644 -1.1269 -2.0640 -1.6 0.2 -0.6 0.6394
C 6.7817 0.4314 -2.7718 -1.2 -0.7 -0.6 -0.5840
Cl 7.7718 1.8118 -2.2091 -0.9 -1.3 -0.5 0.6148
C 5.4478 0.7308 -3.3127 0.7 -2.7 -0.2 0.0017
C 4.6701 -0.4069 -3.7896 1.2 -0.8 0.9 -0.0326
C 5.1851 -1.7935 -3.6922 0.9 0.9 0.5 -0.0023
C 4.2435 -2.9112 -4.1917 -1.3 0.7 0.2 -0.2578
O 4.5785 -3.9233 -4.7678 0.3 0.6 0.5 0.0971
C 2.7144 -2.6659 -3.9336 -1.1 0.8 0.4 0.0073
C 1.8317 -3.7671 -3.5705 -0.5 1.6 -0.2 -0.1162
C 2.2922 -5.2494 -3.3605 -0.7 0.5 0.5 -0.1155
C 1.8438 -6.1323 -4.5929 0.7 0.3 0.4 -0.0465
C 1.4279 -7.6005 -4.1914 1.5 1.0 -2.1 -0.3471
F 2.2258 -8.0799 -3.1722 -1.3 0.4 -0.7 0.0997
F 1.7380 -8.3821 -5.3191 -0.4 0.5 1.5 0.0587
C -0.1273 -7.7844 -3.9497 -0.9 -0.6 -0.4 -0.2705
F -0.8207 -6.5912 -3.8424 1.3 -1.1 0.1 0.1030
F -0.6607 -8.4139 -5.0696 0.5 0.7 1.5 0.1147
C -0.5288 -8.6675 -2.7059 -1.4 0.5 1.0 -0.2554
F -1.9105 -8.5232 -2.5688 1.6 -0.2 -0.2 0.1017
F -0.0165 -8.1926 -1.5117 -0.1 -0.7 -1.8 0.1201
C -0.2907 -10.2317 -2.8884 -1.4 -0.5 -0.5 -0.4432
F -1.4189 -10.7212 -3.5191 1.6 0.4 0.8 0.1256
F 0.7557 -10.5448 -3.6876 -0.8 0.4 1.5 0.1695
F -0.2336 -10.8155 -1.6637 0.5 0.5 -1.6 0.1613
C 0.4164 -3.4495 -3.3942 0.9 1.8 -0.4 0.0448
C -0.1470 -2.0942 -3.5488 2.3 -1.0 -0.5 -0.0795
C -1.6874 -1.9760 -3.3404 1.2 -1.1 1.2 -0.1023
O -2.3366 -0.9895 -4.1602 -0.1 -1.6 -0.9 0.0163
C -2.6157 -1.4484 -5.4155 -0.6 1.9 -1.1 -0.5998
F -3.4379 -2.5411 -5.4596 1.3 0.8 0.1 0.1310
F -1.4975 -1.6722 -6.1864 -1.4 -0.3 1.1 0.1449
F -3.2973 -0.4309 -6.0544 0.8 -1.3 0.9 0.1288
C 0.7603 -0.9804 -3.8708 1.0 -1.0 -0.2 -0.0526
C 0.2250 0.4962 -4.0001 -0.8 -0.7 0.5 -0.0186
C -0.3517 0.8951 -2.5740 -0.1 -0.4 0.4 -0.3142
O 0.3043 0.5399 -1.6142 -0.5 0.3 -0.5 0.0973
C -1.6813 1.6601 -2.3385 -2.1 1.9 -0.1 -0.1100
C -1.7228 3.1232 -2.5025 -1.9 -0.5 0.5 -0.0152
C -2.9576 3.8800 -2.2430 -0.4 -1.1 0.5 -0.0614
C -4.1906 3.2292 -1.8030 2.0 -2.1 -0.5 -0.0742
C -4.1691 1.7740 -1.6554 2.0 0.9 -0.5 -0.0606
C -2.9344 1.0206 -1.9136 0.0 1.4 -0.1 -0.0230
C 2.1899 -1.2851 -4.0681 -0.9 -1.5 0.5 0.0153
C 3.2486 -0.2115 -4.4317 0.8 -0.5 0.6 -0.2664
O 3.0779 0.7204 -5.1827 -0.3 -0.4 0.5 0.1099
H 5.5838 -2.9506 -0.7389 1.1 -0.3 0.1 0.0937
H 7.0746 -2.0576 -0.3171 -0.2 -1.2 -0.1 0.0321
H 6.6874 -3.6487 0.5135 0.0 0.7 -0.7 0.0576
H 8.5951 -3.8298 -1.3940 -1.2 -0.2 0.1 0.0383
H 6.3459 -4.3432 -3.3293 0.6 1.3 -0.1 0.0172
H 5.0219 1.7562 -3.3720 0.6 -0.9 0.1 0.1242
H 3.3894 -5.3288 -3.1259 -1.2 0.1 -0.5 0.1160
H 1.7666 -5.6113 -2.4301 0.4 0.3 -0.9 0.1249
H 2.7121 -6.1776 -5.3075 -0.9 -0.3 0.7 0.1409
H 1.0229 -5.5953 -5.1275 0.5 -0.8 0.5 0.1304
H -0.2697 -4.2820 -3.1176 0.5 0.7 -0.3 0.1104
H -2.1150 -3.0104 -3.4893 0.2 1.2 -0.1 0.1388
H -1.8570 -1.7497 -2.2496 -0.1 0.3 -1.2 0.1446
H 1.0331 1.2309 -4.2310 -0.7 -0.8 0.0 0.1173
H -0.5780 0.4986 -4.7895 1.0 0.4 0.8 0.1234
H -0.8417 3.7408 -2.8010 -0.7 -0.9 0.2 0.1097
H -2.9910 5.0103 -2.3405 0.4 -1.6 0.0 0.0791
H -5.1405 3.7561 -1.5672 1.0 -0.2 -0.3 0.0909
H -5.0703 1.2056 -1.3135 1.0 0.6 -0.4 0.0925
H -3.0059 -0.0771 -1.7467 0.2 1.2 -0.2 0.0633
O 5.8550 -0.5390 0.5058 -0.1 0.1 0.5 0.0697
C 5.1685 -0.1213 1.4080 -0.3 0.3 -0.3 -0.5019
O 4.9987 -0.8598 2.5160 0.5 -0.3 0.0 0.0085
C 4.3573 -0.3725 3.7077 -0.3 0.1 0.1 -0.2163
C 2.8532 -0.5105 3.6204 -0.2 0.2 -0.3 -0.0673
C 4.4231 1.1775 1.2819 0.3 0.5 0.3 0.0238
H 4.6716 0.6495 3.9285 -0.1 0.0 -0.1 0.1076
H 4.7277 -0.9931 4.5256 0.1 -0.1 -0.2 0.1171
H 2.4401 0.0830 2.8023 0.1 0.1 0.0 0.0741
H 2.3864 -0.1888 4.5492 0.1 -0.1 -0.1 0.0591
H 2.5771 -1.5491 3.4284 0.0 0.0 0.1 0.0836
H 3.4968 1.0078 0.7313 0.0 0.0 0.0 0.1027
H 5.0461 1.8810 0.7289 -0.1 -0.2 -0.2 0.0922
H 4.1984 1.6500 2.2354 -0.2 -0.1 -0.1 0.0485
O 2.4657 -1.5764 6.3838 0.3 0.0 0.5 0.0911
C 2.9077 -2.4576 7.0752 -0.1 -0.2 -0.3 -0.5133
O 3.9321 -2.2019 7.9102 0.0 0.5 0.2 -0.0029
C 4.4131 -3.1220 8.8984 0.2 -0.3 0.0 -0.2327
C 5.4030 -4.1004 8.2995 0.0 -0.1 -0.2 -0.0647
C 2.3909 -3.8670 6.9560 -0.4 -0.2 0.4 0.0157
H 3.5835 -3.6204 9.4043 0.0 0.0 -0.1 0.1143
H 4.9166 -2.5179 9.6543 -0.1 0.2 -0.2 0.1224
H 4.9431 -4.7154 7.5244 0.0 0.0 0.1 0.0684
H 5.8042 -4.7606 9.0703 0.0 0.0 0.0 0.0828
H 6.2294 -3.5644 7.8294 0.0 0.0 0.1 0.0855
H 2.8796 -4.3555 6.1124 0.0 0.0 0.0 0.1006
H 1.3173 -3.8244 6.7739 0.1 0.1 -0.2 0.0941
H 2.5273 -4.4663 7.8535 0.2 -0.1 -0.1 0.0693
O -4.4303 -1.2281 -0.4325 -0.1 -0.3 -0.4 0.0926
C -5.1670 -1.9427 -1.0648 -0.3 0.1 0.4 -0.5187
O -5.1567 -1.8958 -2.4083 0.5 0.1 -0.2 -0.0054
C -5.8599 -2.8220 -3.2487 -0.4 -0.1 -0.1 -0.2250
C -7.3024 -2.4000 -3.4392 -0.1 0.1 0.2 -0.0584
C -6.1683 -2.8271 -0.3695 0.1 -0.6 0.1 0.0153
H -5.7668 -3.8420 -2.8694 0.0 0.1 0.1 0.1182
H -5.3506 -2.8038 -4.2108 0.1 0.1 0.2 0.1046
H -7.8476 -2.3883 -2.4937 0.0 -0.1 0.0 0.0672
H -7.8136 -3.0795 -4.1232 0.0 0.0 0.0 0.0841
H -7.3511 -1.3881 -3.8455 0.1 -0.1 -0.1 0.0878
H -7.0475 -2.2360 -0.1118 0.0 0.0 0.0 0.0993
H -5.7123 -3.2097 0.5433 0.0 0.3 0.0 0.0937
H -6.4703 -3.6959 -0.9502 -0.2 0.1 -0.1 0.0701
O -2.7169 7.1450 -3.1934 -0.2 0.1 0.3 0.0876
C -3.5748 7.8122 -2.6719 -0.1 -0.1 -0.3 -0.5273
O -3.9408 7.5581 -1.4049 0.4 -0.1 0.1 0.0032
C -4.8150 8.3972 -0.6349 -0.2 0.1 0.1 -0.2293
C -6.2671 8.0704 -0.9141 -0.1 -0.1 -0.2 -0.0650
C -4.3089 8.8723 -3.4505 0.2 0.6 0.1 0.0089
H -4.5829 9.4534 -0.7929 0.0 0.0 -0.2 0.1155
H -4.5964 8.1870 0.4123 0.1 -0.1 -0.3 0.0945
H -6.5278 8.2516 -1.9590 0.0 0.1 0.0 0.0657
H -6.9240 8.6740 -0.2852 0.0 0.0 0.0 0.0784
H -6.4625 7.0151 -0.7170 0.1 0.1 0.2 0.0851
H -5.1018 8.4019 -4.0327 0.0 0.0 0.0 0.0972
H -3.6022 9.3519 -4.1275 0.0 -0.2 -0.1 0.0912
H -4.7295 9.6632 -2.8336 -0.2 -0.1 0.0 0.0671
O 2.9971 3.4460 3.5794 0.3 -0.2 0.2 0.1062
C 3.0121 3.5802 4.7748 -0.4 0.0 -0.1 -0.5208
O 3.8731 2.8554 5.5151 0.4 -0.1 -0.3 -0.0110
C 4.1015 3.0570 6.9148 -0.2 -0.1 0.3 -0.2281
C 3.0730 2.3185 7.7476 -0.2 -0.1 -0.1 -0.0580
C 2.0215 4.4787 5.4667 0.2 0.6 0.2 0.0122
H 4.1506 4.1217 7.1534 -0.1 0.0 -0.1 0.1132
H 5.0919 2.6491 7.1217 0.0 0.0 -0.3 0.1228
H 2.0627 2.6854 7.5583 0.1 0.1 0.1 0.0693
H 3.2875 2.4328 8.8118 0.0 0.0 0.0 0.0818
H 3.0756 1.2550 7.4992 0.1 0.0 0.0 0.0757
H 1.0806 3.9420 5.5917 0.0 0.0 0.0 0.0995
H 1.8555 5.3538 4.8389 -0.1 -0.2 -0.1 0.0932
H 2.3599 4.8514 6.4311 -0.1 -0.2 0.1 0.0684
O -5.5709 7.4554 2.1689 -0.4 -0.2 0.3 0.0939
C -6.4307 7.7421 2.9620 0.1 0.3 -0.1 -0.5112
O -7.5900 7.0609 2.9652 0.1 -0.5 -0.2 0.0041
C -8.6003 7.1972 3.9724 -0.2 0.2 0.1 -0.2307
C -9.5162 8.3669 3.6743 0.1 0.2 -0.1 -0.0660
C -6.2639 8.9135 3.8943 0.2 -0.1 0.6 0.0149
H -8.1543 7.2558 4.9674 0.1 0.1 -0.1 0.1147
H -9.1781 6.2724 3.9479 0.2 0.0 -0.2 0.1237
H -8.9733 9.3136 3.6727 0.0 0.0 0.1 0.0669
H -10.3139 8.4286 4.4164 0.0 0.0 0.0 0.0826
H -9.9631 8.2565 2.6847 0.0 -0.1 0.1 0.0845
H -6.5212 9.8309 3.3638 0.0 0.0 0.0 0.0979
H -5.2204 8.9586 4.2050 0.0 0.1 -0.3 0.0942
H -6.8534 8.8419 4.8056 -0.2 0.1 -0.1 0.0695
```
Forces are in eV/Å.

Results
energy	-166825.2569	eV
HOMO	-8.33	eV
gap between HOMO and LUMO	7.64	eV
LUMO energy	-0.70	eV